11
Properties=species:S:1:pos:R:3:mulliken_charge:R:1 method="wB97M-V/def2-TZVPD" mol_weight_g_mol=96.08 de_lowest_ev=0.5489 charge=0 smiles="O=C1C=CCC1=O" homo_lumo_gap_ev=8.8210 lumo_energy_ev=-0.595 fmax_ev_per_a=0.67
O 1.159 -1.983 0.790 -0.4973
C 0.663 -0.968 0.383 0.3214
C -0.138 -0.746 -0.898 -0.4508
C -0.855 0.547 -0.601 -0.3599
C -0.361 1.210 0.453 -0.4186
C 0.688 0.406 1.115 0.5467
O 1.424 0.694 2.027 -0.5200
H 0.578 -0.609 -1.720 0.2465
H -0.792 -1.576 -1.179 0.3247
H -1.700 0.883 -1.195 0.3990
H -0.693 2.175 0.818 0.4083